# 1
45
Properties=species:S:1:pos:R:3 method="wB97M-V/def2-TZVPD" homo_lumo_gap_ha="0.2837 / 0.2276" relative_energy_ev=0.0000 multiplicity=2 lumo_energy_ev="-0.066 / -1.537" total_energy_ha=-5717.1788 fmax_ev_per_a=0.25
Cu -0.38804 -0.68368 -0.37476
Cl 1.18877 -1.74961 -2.05564
C 0.93359 -3.41556 -1.59400
C 1.91565 -4.32081 -1.94663
C 1.75464 -5.65363 -1.60563
C 0.62016 -6.04845 -0.91826
C -0.34327 -5.11523 -0.57282
Cl -1.73683 -5.67768 0.29189
C -0.23078 -3.75438 -0.89887
S -1.49070 -2.61910 -0.46408
H 2.79156 -3.98068 -2.48089
H 2.51008 -6.37914 -1.87328
H 0.46954 -7.08197 -0.63964
C 0.51935 -2.42929 2.45502
S 1.23743 -0.99620 1.61515
C 0.49890 0.34820 2.46187
C -0.71917 0.85977 2.17926
S -1.90900 0.29183 1.04382
S -1.14173 2.28888 3.09442
C 0.31711 2.43307 4.03689
S 0.56347 3.61745 5.13648
S 1.44923 1.17598 3.67745
H 0.94451 -3.30601 1.96617
H -0.56023 -2.43764 2.32596
H 0.79766 -2.42417 3.50606
C -2.34601 3.17648 -0.99324
N -1.30828 2.35133 -1.60208
C -1.79759 1.33095 -2.51550
C -0.11752 2.13294 -0.98900
O 0.46083 1.01591 -1.06409
N 0.45641 3.14375 -0.30523
C 0.24924 4.54604 -0.63089
C 1.63533 2.86765 0.50091
H -3.23058 2.55976 -0.82983
H -2.61513 4.02064 -1.63136
H -2.02304 3.54024 -0.02157
H -2.50108 1.79749 -3.20412
H -2.31321 0.52570 -1.98106
H -0.97453 0.90604 -3.08333
H -0.35832 4.64636 -1.52433
H 1.21963 5.00665 -0.82697
H -0.22664 5.08377 0.19125
H 1.58078 1.86503 0.91038
H 1.66765 3.58132 1.32420
H 2.55016 2.96002 -0.09009

---

# 2
46
Properties=species:S:1:pos:R:3 method="wB97M-V/def2-TZVPD" homo_lumo_gap_ha="0.3158 / 0.3031" multiplicity=4 lumo_energy_ev="-3.532 / -3.631" total_charge=+1 total_energy_ha=-3385.6268 fmax_ev_per_a=0.52
Cr 0.49022 0.02798 -0.53217
N -3.13656 -1.76016 -3.05861
C -1.69493 -1.30823 -2.96276
C -0.91243 -1.79781 -4.17748
P -1.76562 0.52965 -2.73780
O -1.62050 1.14697 -4.19909
O -3.11560 0.77008 -2.18873
O -0.49738 0.90970 -1.97967
P -1.02860 -2.12788 -1.45173
O -1.56573 -1.16948 -0.23461
O -1.60243 -3.47978 -1.39178
O 0.44910 -1.77133 -1.43033
H -3.69287 -1.05931 -2.53307
H -3.22031 -2.70465 -2.65970
H -3.46452 -1.75874 -4.02476
H -1.34328 -1.39736 -5.09649
H -0.89566 -2.88802 -4.22652
H 0.11713 -1.45196 -4.10622
H -0.74113 1.49667 -4.38911
H -2.15706 -1.59361 0.39942
C 2.50439 -2.26896 2.60686
C 1.92327 -1.89722 1.38992
N 1.29894 -0.74367 1.23653
C 1.21766 0.10687 2.28756
C 1.76601 -0.17905 3.53647
C 2.42886 -1.41247 3.67588
C 1.62587 0.78310 4.59466
C 0.96910 1.94512 4.39309
C 0.39248 2.25719 3.11425
C -0.30739 3.44666 2.83431
C -0.82295 3.65106 1.58077
C -0.63637 2.67520 0.59430
N 0.01899 1.55567 0.83470
C 0.52396 1.34275 2.07289
H 3.00572 -3.22255 2.68485
H 1.95901 -2.54133 0.52011
H 2.87444 -1.67601 4.62701
H 2.05829 0.55497 5.56011
H 0.86563 2.66474 5.19475
H -0.43280 4.18966 3.61204
H -1.36619 4.55209 1.33621
H -1.02024 2.80039 -0.40924
Cl 3.00040 1.88778 -0.32895
C 2.31747 0.49657 -1.21276
H 2.99891 -0.34347 -1.09005
H 2.23470 0.76216 -2.26505

---

# 3
44
Properties=species:S:1:pos:R:3 method="wB97M-V/def2-TZVPD" homo_lumo_gap_ha=0.2426 relative_energy_ev=0.5952 lumo_energy_ev=2.776 total_charge=-1 total_energy_ha=-1809.7712 fmax_ev_per_a=1.00
Ta -0.79399 0.31756 0.06441
N -0.49405 0.46064 -2.20195
C 0.88224 0.17158 -2.65684
C 1.90290 0.35113 -1.53945
O 3.09890 0.46300 -1.84008
N 1.36230 0.34856 -0.33247
C 2.23946 0.56804 0.79135
C 1.40906 0.68682 2.05892
O 1.90477 0.80323 3.15468
O 0.10397 0.62297 1.84286
H -1.17938 -0.19687 -2.56025
H -0.78453 1.37530 -2.52041
H 1.16877 0.81410 -3.48941
H 0.94710 -0.85995 -2.99889
H 2.84182 1.47383 0.66939
H 2.94470 -0.25653 0.93947
F -3.20674 -0.31142 -1.80622
C -3.03550 -0.29200 -0.41400
F -4.03144 0.56075 0.01260
F -3.52805 -1.52301 -0.04079
C -2.79892 3.16262 1.02551
O -1.52782 2.52224 1.01060
C -1.09237 2.21839 -0.33556
C -0.90692 3.42365 -1.20040
H -3.15321 3.15839 2.05666
H -3.50967 2.64526 0.38431
H -2.69651 4.20106 0.69441
H -1.83019 3.82099 -1.64018
H -0.20311 3.22736 -2.01441
H -0.45904 4.22490 -0.60050
Cl -1.46469 -1.98757 2.14127
C 0.14209 -2.51264 1.67919
C 1.03777 -2.89204 2.65940
C 2.32675 -3.25290 2.29433
C 2.68755 -3.21708 0.95387
C 1.77289 -2.82768 -0.01127
C 0.46380 -2.45901 0.31666
C -0.49248 -1.90555 -0.66251
H 0.73376 -2.87380 3.69720
H 3.04497 -3.53350 3.05325
H 3.69635 -3.47764 0.65749
H 2.07661 -2.78012 -1.05077
H -1.46858 -2.38204 -0.56469
H -0.13132 -2.08102 -1.67678

---

# 4
37
Properties=species:S:1:pos:R:3 method="wB97M-V/def2-TZVPD" smiles="COc1ccc(C(=O)c2cnc(C(C)C)n2C)cc1" homo_lumo_gap_ha=0.3348 relative_energy_ev=1.9519 lumo_energy_ev=0.460 total_energy_ha=-842.3812 fmax_ev_per_a=0.72
C -0.69546 6.39055 0.27475
H -1.70640 5.98609 0.16293
O 0.20238 5.79551 -0.63156
C 0.40595 4.45545 -0.56702
C -0.19955 3.59876 0.34864
C 0.07048 2.24293 0.31376
C 0.94943 1.71468 -0.62517
C 1.58197 2.58413 -1.51594
C 1.30658 3.93047 -1.49903
H 1.77714 4.60830 -2.19339
H 2.28425 2.17552 -2.22674
C 1.29933 0.27442 -0.67332
O 2.43029 -0.08992 -0.96762
C 0.21126 -0.64510 -0.38381
C -1.15553 -0.43708 -0.45894
N -1.81353 -1.57186 -0.17951
C -0.89476 -2.48788 0.06954
N 0.35273 -1.98153 -0.05606
C 1.60935 -2.66159 0.10741
H 1.79516 -3.32393 -0.74009
H 2.40775 -1.92286 0.13765
H 1.61476 -3.24221 1.02909
C -1.29117 -3.87515 0.46295
C -0.63296 -4.96513 -0.38496
H 0.40882 -5.11085 -0.11337
H -0.69101 -4.71381 -1.44150
H -1.15360 -5.90729 -0.22974
C -1.05969 -4.11655 1.95843
H -0.00037 -4.11906 2.20456
H -1.47493 -5.08054 2.24239
H -1.54954 -3.34244 2.54398
H -2.37093 -3.90518 0.28299
H -1.68204 0.45554 -0.73188
H -0.38978 1.59673 1.04609
H -0.87907 3.97648 1.09641
H -0.70297 7.45091 0.02772
H -0.36436 6.26351 1.31036

---

# 5
38
Properties=species:S:1:pos:R:3 method="wB97M-V/def2-TZVPD" smiles="Cc1cc2cc(CNC(=O)CCC(=O)O)ccc2n1C" homo_lumo_gap_ha=0.3115 relative_energy_ev=0.0000 lumo_energy_ev=0.773 total_energy_ha=-917.6814 fmax_ev_per_a=0.73
C -5.66074 -0.22768 0.31101
C -4.22137 0.07558 0.09430
C -3.58290 1.28221 0.10165
C -2.20932 1.03554 -0.16079
C -1.08674 1.85421 -0.27445
C 0.13633 1.27986 -0.55173
C 0.25071 -0.11029 -0.70407
C -0.83964 -0.94266 -0.58875
C -2.07574 -0.36689 -0.31894
N -3.31426 -0.92657 -0.15808
C -3.63876 -2.32087 -0.24443
H -4.06870 -2.67917 0.69496
H -2.73492 -2.88819 -0.45234
H -4.35841 -2.50390 -1.04701
H -0.71855 -2.00848 -0.71145
H 1.21921 -0.53672 -0.91788
C 1.37688 2.12579 -0.67062
N 2.38176 1.70988 0.28943
C 3.59596 1.25325 -0.07333
O 4.00933 1.27705 -1.21352
C 4.41089 0.67212 1.07900
H 4.25131 1.23708 1.99795
H 5.46485 0.71544 0.80402
C 4.00037 -0.79429 1.28241
C 4.10382 -1.52529 -0.03889
O 3.17262 -1.97713 -0.64832
O 5.36436 -1.61672 -0.45893
H 5.40101 -2.00211 -1.34803
H 2.97031 -0.86703 1.63443
H 4.66859 -1.26822 2.00267
H 2.07136 1.59916 1.24193
H 1.13489 3.18247 -0.51196
H 1.83617 2.01230 -1.65700
H -1.18156 2.92415 -0.15461
H -4.03698 2.23832 0.27155
H -5.79594 -0.88913 1.16747
H -6.20458 0.69429 0.49522
H -6.09163 -0.71736 -0.56291

---

# 6
39
Properties=species:S:1:pos:R:3 method="wB97M-V/def2-TZVPD" smiles="CCOc1ccc(CC(=O)Nc2nccs2)cc1OCC" homo_lumo_gap_ha=0.3248 relative_energy_ev=1.9739 lumo_energy_ev=0.502 total_energy_ha=-1315.8006 fmax_ev_per_a=1.32
C 4.17314 -2.06732 -1.68572
C 2.78700 -1.59077 -1.28444
H 2.44569 -2.11593 -0.37769
H 2.06591 -1.79978 -2.08557
O 2.85809 -0.19844 -1.02662
C 1.64558 0.40725 -0.73587
C 0.67291 0.49359 -1.72582
C -0.56209 1.05755 -1.48332
C -0.85658 1.55555 -0.21979
C 0.12840 1.52944 0.74902
C 1.38547 0.96607 0.52333
O 2.19992 0.98502 1.61262
C 3.60057 0.79107 1.50764
C 4.29083 1.89085 0.71085
H 4.00304 1.83493 -0.33526
H 4.01351 2.86611 1.10448
H 5.36815 1.77106 0.78466
H 3.93604 0.81169 2.54926
H 3.83329 -0.18965 1.08338
H -0.06400 1.91785 1.73660
C -2.23182 2.08285 0.09671
C -3.30569 1.26115 -0.57278
O -4.16234 1.70697 -1.29586
N -3.25554 -0.10287 -0.35258
C -2.39956 -0.80770 0.44589
N -1.89098 -0.41204 1.55535
C -1.05112 -1.33144 2.08598
C -0.91506 -2.47827 1.37820
S -1.87549 -2.42249 -0.05277
H -0.33127 -3.34644 1.60440
H -0.56206 -1.10471 3.01486
H -3.88414 -0.64265 -0.93615
H -2.39057 2.05820 1.17545
H -2.34300 3.11144 -0.25507
H -1.29923 1.09958 -2.27146
H 0.90006 0.09458 -2.70344
H 4.49986 -1.54137 -2.57863
H 4.88410 -1.86617 -0.88856
H 4.15277 -3.13495 -1.88542